[1]
This record from the OMol25 dataset describes an isolated ion of composition C3H3N2S2 and charge -1 in a non-equilibrium geometry. The level of theory is ωB97M-V/def2-TZVPD.

Results
- orbital gap (alpha / beta) (eV) = 4.5 / 6.3
- charge = -1
- 2S+1 = 3
- expectation value of S² = 2.02
- largest force on an atom (eV/A) = 3.70
- E_tot (a.u.) = -1021.92290
- energy relative to the best compared isomer or geometry (same formula, charge and spin) (kcal/mol) = 0.0
- LUMO energy (alpha / beta) (eV) = 3.6 / 2.4

Each line ends with the Löwdin spin population.
Cartesian coordinates (Å):
C (0.632, 1.869, -0.110)  0.071
C (-1.017, 0.320, 0.207)  0.161
C (-0.066, -0.595, 0.032)  0.537
N (-0.616, 1.645, 0.141)  0.003
N (0.102, -1.913, -0.166)  0.122
S (-2.762, -0.163, 0.001)  0.629
S (1.775, 0.604, 0.004)  0.414
H (0.979, 2.831, -0.196)  0.011
H (-0.036, -2.497, 0.650)  0.016
H (1.010, -2.102, -0.565)  0.036


[2]
This record from the OMol25 dataset describes C5H8O2 as an isolated structure. The level of theory is ωB97M-V/def2-TZVPD.

Results
- orbital gap (eV) = 8.5
- charge = 0
- largest force on an atom (eV/A) = 0.38
- E_tot (a.u.) = -345.68753
- energy relative to the best compared isomer or geometry (same formula, charge and spin) (kcal/mol) = 73.7
- LUMO energy (eV) = -0.3

Each line ends with the Mulliken charge.
Cartesian coordinates (Å):
C (-1.521, -0.800, -0.001)  -1.187
C (-0.637, 0.422, 0.043)  1.054
O (-1.188, 1.515, -0.573)  -0.630
C (0.282, 0.621, 1.107)  -0.986
C (1.676, -0.779, -0.196)  -0.796
C (0.932, 0.274, -0.673)  0.724
O (1.165, 1.227, -1.424)  -0.729
H (-2.454, -0.574, 0.525)  0.380
H (-1.764, -1.045, -1.037)  0.292
H (-1.056, -1.669, 0.474)  0.279
H (-0.479, 1.833, -1.189)  0.445
H (0.692, 1.612, 1.268)  0.305
H (0.450, -0.116, 1.882)  0.323
H (2.675, -0.947, -0.592)  0.322
H (1.227, -1.574, 0.384)  0.206


[3]
This record from the OMol25 dataset describes C3H6NO as an isolated structure in a non-equilibrium geometry. The level of theory is ωB97M-V/def2-TZVPD.

Results
- orbital gap (eV) = 10.7
- charge = +1
- largest force on an atom (eV/A) = 4.92
- E_tot (a.u.) = -247.49455
- energy relative to the best compared isomer or geometry (same formula, charge and spin) (kcal/mol) = 76.3
- LUMO energy (eV) = -4.5

Each line ends with the Mulliken charge.
Cartesian coordinates (Å):
C (0.785, 2.040, -1.201)  0.094
C (0.623, 0.963, -0.682)  -0.800
C (0.526, -0.286, -0.036)  0.406
N (-0.382, -0.349, 1.166)  -0.305
O (-0.413, -1.232, -1.224)  -0.576
H (1.085, 2.604, -1.999)  0.406
H (1.433, -0.810, 0.115)  0.276
H (-0.813, 0.626, 1.390)  0.414
H (0.123, -0.696, 1.919)  0.333
H (-1.093, -1.082, 0.828)  0.395
H (-0.161, -0.782, -2.115)  0.356


[4]
This record from the OMol25 dataset describes an isolated molecule of C6H14N3PS in a non-equilibrium geometry. The level of theory is ωB97M-V/def2-TZVPD.

Results
- orbital gap (alpha / beta) (eV) = 4.4 / 7.0
- charge = 0
- 2S+1 = 3
- expectation value of S² = 2.01
- largest force on an atom (eV/A) = 4.45
- E_tot (a.u.) = -1140.47696
- energy relative to the best compared isomer or geometry (same formula, charge and spin) (kcal/mol) = 40.2
- LUMO energy (alpha / beta) (eV) = 0.9 / -1.3

Each line ends with the Löwdin spin population.
Cartesian coordinates (Å):
C (0.353, -1.508, 0.749)  0.720
C (-2.495, 0.309, 0.397)  0.008
C (-2.742, -1.036, -0.149)  0.012
C (0.467, 1.433, -2.507)  0.029
C (1.702, 1.152, -1.769)  0.041
C (1.261, 0.561, 2.135)  0.060
N (-1.649, -0.207, -0.668)  0.022
N (0.415, 0.911, -1.118)  0.111
N (0.395, -0.690, 1.939)  0.144
P (-0.084, -0.629, -0.759)  0.426
S (2.090, -2.141, 0.546)  0.217
H (-0.048, -1.527, -1.976)  0.093
H (-3.173, 1.028, 0.119)  0.002
H (-1.956, 0.348, 1.313)  0.001
H (-2.500, -1.818, 0.641)  0.007
H (-3.612, -1.207, -0.656)  0.002
H (0.149, 2.371, -2.556)  0.008
H (0.110, 0.754, -3.144)  0.004
H (2.181, 0.290, -1.954)  0.028
H (2.413, 1.869, -1.452)  0.002
H (2.162, 0.170, 2.626)  0.009
H (1.244, 1.024, 1.174)  0.005
H (0.678, 0.996, 2.904)  0.000
H (0.558, -1.252, 2.754)  0.012
H (1.988, -3.177, 1.383)  0.038


[5]
This record from the OMol25 dataset describes a 2-piece molecular cluster, CH6NPS overall in a non-equilibrium geometry. The level of theory is ωB97M-V/def2-TZVPD.

Results
- orbital gap (alpha / beta) (eV) = 7.6 / 8.4
- charge = 0
- largest force on an atom (eV/A) = 3.29
- E_tot (a.u.) = -835.83717
- energy relative to the best compared isomer or geometry (same formula, charge and spin) (kcal/mol) = 103.6
- LUMO energy (alpha / beta) (eV) = -1.3 / 0.1

Each line ends with the Mulliken charge.
Cartesian coordinates (Å):
C (-2.430, 0.186, -0.031)  -0.910
N (1.408, -1.218, -0.581)  -0.505
P (0.923, -0.133, 0.489)  0.300
S (2.182, 1.390, 0.853)  -0.262
H (-2.109, -0.623, -0.691)  0.343
H (-3.146, 0.089, 0.763)  0.290
H (-2.422, 1.165, -0.558)  0.275
H (1.496, -1.091, -1.520)  0.221
H (1.371, -0.885, 1.591)  0.082
H (2.727, 1.120, -0.315)  0.166


[6]
This record from the OMol25 dataset describes C33H34N3O2P2TeW as an isolated structure. The level of theory is ωB97M-V/def2-TZVPD.

Results
- orbital gap (eV) = 6.4
- charge = +3
- largest force on an atom (eV/A) = 0.59
- E_tot (a.u.) = -2609.50373
- LUMO energy (eV) = -9.4

Each line ends with the Mulliken charge.
Cartesian coordinates (Å):
W (-0.246, 0.646, 0.054)  1.534
Te (-3.713, 2.022, 1.593)  0.332
C (-5.444, 1.150, 0.768)  0.191
C (-6.163, 1.824, -0.207)  -0.189
C (-7.227, 1.161, -0.813)  -0.535
N (-7.571, -0.084, -0.511)  -0.548
C (-6.901, -0.710, 0.450)  -0.538
C (-5.832, -0.135, 1.128)  -0.127
C (-2.426, 0.807, 0.391)  -0.744
P (-1.945, -0.904, 0.548)  0.719
C (-2.515, -2.106, -0.647)  0.736
C (-3.712, -2.784, -0.393)  -0.367
C (-4.216, -3.663, -1.333)  -0.917
C (-3.527, -3.875, -2.524)  -0.670
C (-2.332, -3.213, -2.771)  -0.673
C (-1.822, -2.326, -1.835)  -0.370
C (-2.044, -1.650, 2.189)  0.307
C (-2.288, -0.937, 3.369)  0.291
C (-2.245, -1.585, 4.596)  -0.954
C (-1.941, -2.940, 4.665)  -0.737
C (-1.690, -3.649, 3.500)  -0.792
C (-1.744, -3.013, 2.268)  -0.958
P (-2.088, 1.273, -1.307)  1.480
C (-3.120, 0.661, -2.624)  0.958
C (-4.298, -0.046, -2.390)  0.182
C (-5.061, -0.460, -3.468)  -1.003
C (-4.654, -0.169, -4.766)  -0.687
C (-3.482, 0.544, -4.995)  -0.885
C (-2.708, 0.961, -3.926)  -1.019
C (-1.947, 3.052, -1.273)  1.046
C (-2.805, 3.977, -1.849)  -0.666
C (-2.616, 5.329, -1.590)  -0.763
C (-1.597, 5.752, -0.749)  -0.665
C (-0.732, 4.831, -0.161)  -1.195
C (-0.910, 3.490, -0.442)  -0.487
H (-5.913, 2.835, -0.505)  0.465
H (-7.813, 1.654, -1.581)  0.413
H (-7.231, -1.714, 0.696)  0.461
H (-5.329, -0.682, 1.916)  0.546
H (-4.249, -2.626, 0.536)  0.575
H (-5.141, -4.191, -1.140)  0.473
H (-3.920, -4.567, -3.256)  0.475
H (-1.792, -3.393, -3.691)  0.489
H (-0.886, -1.822, -2.033)  0.382
H (-2.595, 0.097, 3.329)  0.370
H (-2.493, -1.042, 5.501)  0.556
H (-1.918, -3.445, 5.622)  0.458
H (-1.461, -4.706, 3.543)  0.486
H (-1.557, -3.588, 1.370)  0.530
H (-4.629, -0.259, -1.379)  0.476
H (-5.985, -0.997, -3.294)  0.564
H (-5.257, -0.492, -5.604)  0.476
H (-3.173, 0.775, -6.006)  0.476
H (-1.794, 1.517, -4.109)  0.530
H (-3.607, 3.648, -2.499)  0.523
H (-3.271, 6.059, -2.048)  0.464
H (-1.462, 6.809, -0.562)  0.443
H (0.084, 5.171, 0.463)  0.500
H (-0.148, 2.801, 0.004)  0.528
N (0.286, 2.819, 5.426)  -0.261
C (0.511, 1.624, 4.534)  -0.772
C (-0.022, 1.862, 3.120)  -0.558
N (0.256, 0.696, 2.248)  -0.940
H (0.707, 2.662, 6.348)  0.386
H (-0.709, 3.009, 5.579)  0.358
H (0.710, 3.672, 5.048)  0.359
H (0.007, 0.781, 5.006)  0.429
H (1.584, 1.437, 4.535)  0.417
H (0.437, 2.744, 2.669)  0.670
H (-1.103, 2.014, 3.135)  0.052
H (-0.144, -0.141, 2.681)  0.177
H (1.269, 0.557, 2.195)  0.420
O (1.862, 0.978, -0.267)  -0.611
C (1.975, -0.203, -0.707)  0.044
O (0.929, -0.931, -0.626)  -0.591
H (2.904, -0.587, -1.132)  0.472


[7]
This record from the OMol25 dataset describes a 3-piece molecular cluster, C7H22N3O5Si overall. The level of theory is ωB97M-V/def2-TZVPD.

Results
- orbital gap (eV) = 9.5
- charge = +1
- largest force on an atom (eV/A) = 0.50
- E_tot (a.u.) = -1109.49838
- LUMO energy (eV) = -3.7

Each line ends with the Mulliken charge.
Cartesian coordinates (Å):
C (0.938, -1.152, 2.784)  -1.113
Si (0.654, -0.185, 1.193)  0.445
C (1.700, -0.901, -0.141)  -0.735
C (1.079, 1.586, 1.486)  -1.084
O (-0.936, -0.355, 0.650)  -0.397
C (-1.985, 0.170, 1.418)  -0.348
C (-2.860, -0.936, 1.986)  -0.780
N (-2.511, -1.281, 3.427)  -0.263
H (0.114, -1.211, 3.499)  0.234
H (1.274, -2.165, 2.558)  0.311
H (1.746, -0.648, 3.318)  0.370
H (1.509, -0.380, -1.081)  -0.002
H (2.756, -0.801, 0.107)  0.377
H (1.467, -1.955, -0.301)  0.317
H (0.808, 2.231, 0.650)  0.355
H (2.170, 1.611, 1.551)  0.366
H (0.698, 2.019, 2.412)  0.407
H (-1.615, 0.824, 2.219)  0.322
H (-2.619, 0.787, 0.780)  0.347
H (-3.916, -0.687, 1.965)  0.387
H (-2.703, -1.838, 1.398)  0.378
H (-1.826, -2.038, 3.464)  0.378
H (-2.086, -0.479, 3.896)  0.346
H (-3.330, -1.564, 3.966)  0.369
C (-1.239, -1.114, -2.624)  -0.652
N (-0.387, -0.704, -3.773)  0.968
O (-0.927, -0.375, -4.799)  -0.543
O (0.818, -0.729, -3.590)  -0.570
H (-2.275, -1.045, -2.936)  0.359
H (-0.961, -2.131, -2.366)  0.307
H (-1.018, -0.443, -1.800)  0.130
C (2.458, 2.126, -3.640)  -0.637
N (1.908, 2.451, -2.296)  0.898
O (2.668, 2.454, -1.349)  -0.518
O (0.719, 2.693, -2.223)  -0.521
H (3.514, 1.918, -3.525)  0.297
H (1.915, 1.261, -4.009)  0.201
H (2.281, 2.987, -4.276)  0.292


Among the records above, which one has the lowest charge?
C3H3N2S2


E_tot of number 5 (CH6NPS)?
-835.83717 a.u.